69
Properties=species:S:1:pos:R:3:mulliken_charge:R:1 method="wB97M-V/def2-TZVPD" e_tot_ha=-5505.40550 s_squared=0.78 homo_ev="-5.05 / -7.18" lumo_energy_ev="0.14 / 0.01" spin_multiplicity=2
C -1.95 -3.47 -2.10 -0.967
C -1.68 -2.26 -1.49 1.096
C -3.73 1.59 2.02 0.018
H -0.17 3.68 2.71 0.439
O 0.48 0.13 -1.91 -0.503
C 3.61 -1.98 1.75 -0.839
C 3.59 -3.29 1.22 -1.277
C -0.22 2.59 2.70 -0.185
C 1.52 -2.73 0.12 0.343
C 1.82 -1.31 -3.10 -0.146
H -4.67 -1.61 1.58 0.461
C -0.52 3.42 -2.42 -0.910
H -5.14 3.20 2.18 0.368
N 1.58 -1.42 0.59 0.776
H -1.29 2.84 -2.92 0.285
H 0.47 3.00 -2.59 0.182
C 2.77 0.55 -1.90 0.638
H 2.01 3.56 3.81 0.456
H 4.57 0.32 2.68 0.396
H 4.36 -4.00 1.47 0.422
C 3.61 0.81 2.71 -0.928
H -0.55 4.48 -2.70 0.498
C -2.64 -1.11 -1.62 -1.450
S -0.81 3.33 -0.67 0.483
H 4.88 0.74 -2.10 0.453
C 3.04 -1.70 -3.58 -0.980
N 1.71 -0.22 -2.31 0.399
H -3.08 3.33 -1.29 0.305
H 4.28 2.51 3.80 0.425
C 0.13 -4.31 -1.26 -0.949
C 2.52 -3.65 0.43 -0.849
H -0.84 2.24 1.89 -1.029
S 2.50 1.83 -0.80 -0.350
C -3.56 0.21 1.85 0.049
C -5.96 0.10 1.75 -0.380
H -2.13 -0.15 -1.68 0.184
C 4.02 0.15 -2.40 -0.873
H -2.82 3.81 0.41 0.177
H -3.30 -1.08 -0.75 0.059
C -5.01 2.13 2.04 -0.564
C 0.34 -3.06 -0.64 0.506
H -3.25 -1.23 -2.52 0.510
H -2.48 4.98 -0.89 0.482
N -0.56 -2.06 -0.76 0.933
O -0.97 1.86 -0.39 -0.021
H 0.89 -1.80 -3.30 0.428
C 2.20 2.62 3.31 -0.850
C -2.47 3.93 -0.61 -0.939
N 1.33 0.84 1.98 0.461
C 2.52 0.22 2.06 0.856
H 5.14 -1.23 -3.57 0.387
C 1.16 2.00 2.64 0.518
H -2.88 2.24 2.15 0.463
H 2.45 -4.66 0.06 0.378
C 4.16 -0.95 -3.21 -0.130
Sc 0.05 0.04 0.12 -0.166
H -2.85 -3.59 -2.67 0.500
H -1.20 -5.46 -2.45 0.428
H -0.71 2.26 3.62 0.398
H -6.87 -0.49 1.64 0.338
C -1.02 -4.51 -1.97 -0.748
H 4.38 -1.69 2.45 0.389
H 0.86 -5.09 -1.17 0.402
C 2.61 -1.10 1.44 0.338
C -4.73 -0.54 1.71 -0.463
H 3.10 -2.58 -4.20 0.441
C 3.45 2.03 3.32 -0.739
N -6.13 1.41 1.90 -0.634
Se -1.89 -0.67 1.81 -0.200